[1]
2 unconnected molecules or ions with the total composition C2H6O2 in a non-equilibrium geometry. Source: the OMol25 dataset; level of theory: the ωB97M-V functional and the def2-TZVPD basis.

Last column: Löwdin charge in e.
Geometry (Å):
C1 0.00 0.00 0.00  -0.06
C2 0.54 -1.08 0.96  -0.28
O1 1.76 -1.19 1.10  0.00
H1 -0.17 0.89 0.63  0.08
H2 -0.95 -0.27 -0.50  0.07
H3 0.75 0.25 -0.77  0.08
H4 -0.17 -1.69 1.57  0.12
O2 5.61 -0.15 -1.52  -0.09
H5 4.85 -0.20 -0.90  0.04
H6 6.39 -0.03 -0.94  0.05

The HOMO-LUMO gap is 0.406 Eh. The net charge is 0. The LUMO energy is 0.0338 hartree. Its HOMO energy is -0.372 hartree. The SMILES is CC=O.O. The value obtained for the energy above the lowest of the compared OMol25 structures with the same formula, charge and spin is 0.6365 eV. Its total energy is -230.257228 Ha.


[2]
A single C2H6O2 molecule in a non-equilibrium geometry. Source: the OMol25 dataset; level of theory: the ωB97M-V functional and the def2-TZVPD basis.

Last column: Löwdin charge in e.
Geometry (Å):
C1 -1.17 -0.30 -0.28  -0.04
C2 -0.04 0.56 0.37  -0.23
O1 1.13 0.55 -0.42  -0.14
O2 1.81 -0.58 0.07  -0.02
H1 -2.09 -0.13 0.07  0.02
H2 -1.26 -0.25 -1.30  0.05
H3 -0.90 -1.31 -0.01  0.07
H4 0.09 0.35 1.36  0.08
H5 -0.27 1.65 0.27  0.13
H6 2.70 -0.55 -0.13  0.06

The HOMO-LUMO gap is 0.385 Eh. The net charge is 0. The LUMO energy is 0.0378 hartree. Its HOMO energy is -0.347 hartree. The SMILES is CCOO. The value obtained for the energy above the lowest of the compared OMol25 structures with the same formula, charge and spin is 3.7388 eV. Its total energy is -230.143220 Ha.


[3]
A gas-phase ion, C2H6O2P (charge +1) in a non-equilibrium geometry. Source: the OMol25 dataset; level of theory: the ωB97M-V functional and the def2-TZVPD basis.

Last column: Löwdin charge in e.
Geometry (Å):
C1 0.46 1.62 -0.10  -0.13
C2 0.45 -1.55 0.52  -0.12
O1 -2.46 0.32 -1.30  0.09
O2 -1.60 -0.32 -0.51  -0.33
P1 -0.36 0.06 0.35  1.08
H1 1.36 1.18 -0.55  0.07
H2 0.61 2.07 0.84  0.04
H3 -0.40 2.05 -0.77  0.12
H4 0.25 -2.07 -0.35  0.05
H5 0.19 -2.08 1.34  0.04
H6 1.51 -1.29 0.53  0.08

The HOMO-LUMO gap (spin up / spin down) is 0.302 / 0.337 Eh. The net charge is +1. The LUMO energy (spin up / spin down) is -0.2469 / -0.2615 hartree. Its HOMO energy (spin up / spin down) is -0.549 / -0.599 hartree. The value obtained for the energy above the lowest of the compared OMol25 structures with the same formula, charge and spin is 5.3846 eV. Its total energy is -571.149936 Ha.


[4]
A molecular structure, C2H6O2Pb in a non-equilibrium geometry. Source: the OMol25 dataset; level of theory: the ωB97M-V functional and the def2-TZVPD basis.

Last column: Mulliken spin population.
Geometry (Å):
O1 0.69 1.48 -0.18  -0.01
O2 1.03 -0.73 0.54  0.00
H1 1.47 -1.52 0.22  0.01
Pb1 1.97 1.03 1.42  1.02
H2 0.82 1.85 -1.06  0.01
C1 0.09 -0.22 -0.39  -0.05
C2 -1.32 -0.32 0.11  0.03
H3 0.29 -0.57 -1.40  0.00
H4 -1.37 -0.64 1.16  -0.01
H5 -1.78 0.68 0.12  0.00
H6 -1.88 -1.03 -0.52  0.00

The HOMO-LUMO gap (spin up / spin down) is 0.209 / 0.412 Eh. The net charge is +1. The LUMO energy (spin up / spin down) is -0.1723 / -0.1710 hartree. Its HOMO energy (spin up / spin down) is -0.381 / -0.583 hartree. As for the spin multiplicity: 2. The value obtained for the energy above the lowest of the compared OMol25 structures with the same formula, charge and spin is 0.0000 eV. Its total energy is -422.781236 Ha.


[5]
A molecular structure, C2H6O2Ru in a non-equilibrium geometry. Source: the OMol25 dataset; level of theory: the ωB97M-V functional and the def2-TZVPD basis.

Last column: Mulliken spin population.
Geometry (Å):
O1 -0.35 1.71 -1.43  1.19
Ru1 -1.77 2.24 -0.43  3.90
C1 0.15 0.08 -0.49  0.62
C2 1.26 -0.65 0.19  0.02
H1 -0.34 -0.63 -1.18  -0.01
H2 0.79 0.49 0.79  0.03
H3 1.39 -1.66 -0.23  0.10
H4 2.20 -0.11 -0.03  0.02
H5 -0.05 -0.90 1.06  0.03
O2 -1.29 0.04 0.85  0.10
H6 -1.99 -0.61 0.91  0.00

The HOMO-LUMO gap (spin up / spin down) is 0.298 / 0.281 Eh. The net charge is +2. The LUMO energy (spin up / spin down) is -0.3942 / -0.4718 hartree. Its HOMO energy (spin up / spin down) is -0.692 / -0.753 hartree. As for the spin multiplicity: 7. The value obtained for the energy above the lowest of the compared OMol25 structures with the same formula, charge and spin is 6.0063 eV. Its total energy is -323.896081 Ha.


[6]
2 unconnected molecules or ions with the total composition C2H6O2S. Source: the OMol25 dataset; level of theory: the ωB97M-V functional and the def2-TZVPD basis.

Last column: Mulliken spin population.
Geometry (Å):
C1 -1.86 0.14 0.36  -0.03
S1 -1.02 -1.09 1.32  0.94
H1 -1.17 0.60 -0.34  0.03
H2 -2.32 0.84 1.03  0.00
H3 -2.62 -0.40 -0.23  0.08
H4 -0.25 -1.57 0.31  -0.02
O1 0.66 0.94 -1.27  0.00
C2 1.59 0.64 -0.61  0.00
O2 1.95 -0.66 -0.46  0.01
H5 2.18 1.31 0.02  0.00
H6 2.85 -0.74 -0.12  0.00

The HOMO-LUMO gap (spin up / spin down) is 0.415 / 0.226 Eh. The net charge is +1. The LUMO energy (spin up / spin down) is -0.1447 / -0.3345 hartree. Its HOMO energy (spin up / spin down) is -0.560 / -0.560 hartree. As for the spin multiplicity: 2. The value obtained for the energy above the lowest of the compared OMol25 structures with the same formula, charge and spin is 0.0047 eV. Its total energy is -628.127651 Ha.


[7]
2 unconnected molecules or ions with the total composition C2H6O2S2 in a non-equilibrium geometry. Source: the OMol25 dataset; level of theory: the ωB97M-V functional and the def2-TZVPD basis.

Last column: Mulliken spin population.
Geometry (Å):
C1 -1.53 -1.61 -0.25  -0.04
S1 0.15 -1.07 0.05  0.87
S2 0.14 -0.57 2.06  0.01
H1 -1.77 -1.34 -1.28  0.01
H2 -1.56 -2.69 -0.11  0.06
H3 -2.19 -1.18 0.50  0.01
H4 0.46 -1.81 2.50  0.04
O1 1.88 3.15 -1.60  0.02
C2 1.58 2.18 -1.01  -0.01
O2 0.56 2.28 -0.10  0.02
H5 2.09 1.20 -1.03  0.00
H6 0.19 1.47 0.26  -0.01

The HOMO-LUMO gap (spin up / spin down) is 0.315 / 0.161 Eh. The net charge is +1. The LUMO energy (spin up / spin down) is -0.2103 / -0.3590 hartree. Its HOMO energy (spin up / spin down) is -0.525 / -0.520 hartree. As for the spin multiplicity: 2. The value obtained for the energy above the lowest of the compared OMol25 structures with the same formula, charge and spin is 1.4025 eV. Its total energy is -1026.288178 Ha.


[8]
2 unconnected molecules or ions with the total composition C2H6O2S3 in a non-equilibrium geometry. Source: the OMol25 dataset; level of theory: the ωB97M-V functional and the def2-TZVPD basis.

Last column: Löwdin charge in e.
Geometry (Å):
C1 -2.25 1.18 -0.70  -0.31
C2 2.12 -1.15 -0.27  -0.34
O1 -0.54 0.27 1.12  -0.60
O2 3.93 0.17 1.27  -0.58
S1 -3.45 -0.87 0.96  0.29
S2 -1.98 0.58 1.05  0.47
S3 2.53 0.18 0.90  0.80
H1 -2.23 0.39 -1.53  0.08
H2 -1.35 1.79 -0.91  0.06
H3 -3.15 1.69 -0.62  0.00
H4 3.01 -1.05 -0.96  0.05
H5 1.10 -1.11 -0.67  0.03
H6 2.27 -2.08 0.35  0.05

The HOMO-LUMO gap (spin up / spin down) is 0.342 / 0.187 Eh. The net charge is 0. The LUMO energy (spin up / spin down) is -0.0071 / -0.1107 hartree. Its HOMO energy (spin up / spin down) is -0.349 / -0.297 hartree. The value obtained for the energy above the lowest of the compared OMol25 structures with the same formula, charge and spin is 2.5749 eV. Its total energy is -1424.710347 Ha.


[9]
A molecular structure, C2H6O2Tl in a non-equilibrium geometry. Source: the OMol25 dataset; level of theory: the ωB97M-V functional and the def2-TZVPD basis.

Last column: Löwdin charge in e.
Geometry (Å):
C1 1.29 -0.47 0.60  0.05
C2 0.27 0.43 -0.04  -0.07
O1 -0.99 -0.33 -0.19  0.01
H1 2.22 0.11 0.66  0.16
H2 1.00 -0.75 1.62  0.14
H3 1.48 -1.36 -0.01  0.14
H4 0.51 0.72 -1.06  0.16
H5 0.01 1.31 0.57  0.18
H6 -1.34 -0.63 0.70  0.28
Tl1 -2.39 0.44 -2.35  2.06
O2 -2.07 0.53 -0.50  -0.10

The HOMO-LUMO gap (spin up / spin down) is 0.155 / 0.137 Eh. The net charge is +3. The LUMO energy (spin up / spin down) is -0.7941 / -0.8025 hartree. Its HOMO energy (spin up / spin down) is -0.950 / -0.940 hartree. The value obtained for the energy above the lowest of the compared OMol25 structures with the same formula, charge and spin is 6.5338 eV. Its total energy is -401.016190 Ha.


[10]
2 unconnected molecules or ions with the total composition C2H6O3. Source: the OMol25 dataset; level of theory: the ωB97M-V functional and the def2-TZVPD basis.

Last column: Löwdin charge in e.
Geometry (Å):
C1 -0.32 0.22 -1.02  0.01
C2 0.48 -1.04 -0.96  -0.58
O1 0.22 -2.06 -1.54  0.09
O2 1.46 -0.97 -0.04  0.10
H1 -0.70 0.40 -2.02  0.09
H2 0.19 1.11 -0.65  0.08
H3 -1.16 0.09 -0.36  0.08
H4 1.97 -1.78 0.02  0.12
O3 -0.69 1.67 1.97  -0.06
H5 -1.29 0.91 1.89  0.03
H6 -0.14 1.45 2.73  0.04

The HOMO-LUMO gap is 0.407 Eh. The net charge is 0. The LUMO energy is 0.0196 hartree. Its HOMO energy is -0.388 hartree. The SMILES is CC(=O)O.O. The value obtained for the energy above the lowest of the compared OMol25 structures with the same formula, charge and spin is 0.3846 eV. Its total energy is -305.538400 Ha.


[11]
2 unconnected molecules or ions with the total composition C2H6O3 in a non-equilibrium geometry. Source: the OMol25 dataset; level of theory: the ωB97M-V functional and the def2-TZVPD basis.

Last column: Löwdin charge in e.
Geometry (Å):
C1 -1.15 0.36 0.34  0.00
C2 -0.36 1.25 -0.26  -0.29
O1 -0.12 2.47 0.28  -0.01
H1 -1.35 -0.61 -0.11  0.05
H2 -1.63 0.59 1.29  0.06
H3 0.13 1.07 -1.21  0.11
H4 0.23 3.05 -0.42  0.11
O2 1.42 -2.01 0.68  -0.09
O3 1.09 -2.15 -0.73  -0.10
H5 1.18 -1.06 0.77  0.07
H6 0.56 -2.96 -0.64  0.09

The HOMO-LUMO gap is 0.369 Eh. The net charge is 0. The LUMO energy is 0.0266 hartree. Its HOMO energy is -0.343 hartree. The SMILES is C=CO.OO. The value obtained for the energy above the lowest of the compared OMol25 structures with the same formula, charge and spin is 4.5964 eV. Its total energy is -305.383619 Ha.


[12]
2 unconnected molecules or ions with the total composition C2H6O3 in a non-equilibrium geometry. Source: the OMol25 dataset; level of theory: the ωB97M-V functional and the def2-TZVPD basis.

Last column: Mulliken spin population.
Geometry (Å):
C1 -1.63 0.96 -1.64  0.03
O1 -0.54 0.38 -0.94  0.56
H1 -1.25 1.30 -2.59  0.03
H2 -2.43 0.20 -1.69  0.06
H3 -2.03 1.73 -0.98  0.00
H4 -0.11 -0.36 -1.42  -0.01
O2 1.78 -0.02 0.73  0.30
C2 1.32 -0.59 1.68  -0.03
O3 1.82 -1.69 2.23  0.03
H5 0.34 -0.34 2.10  0.03
H6 2.73 -1.57 2.54  0.00

The HOMO-LUMO gap (spin up / spin down) is 0.488 / 0.163 Eh. The net charge is +1. The LUMO energy (spin up / spin down) is -0.1287 / -0.3819 hartree. Its HOMO energy (spin up / spin down) is -0.617 / -0.544 hartree. As for the spin multiplicity: 2. The value obtained for the energy above the lowest of the compared OMol25 structures with the same formula, charge and spin is 1.9028 eV. Its total energy is -305.108227 Ha.